The following is a DFT calculation (the ωB97M-V functional and the def2-TZVPD basis) of 10 unconnected molecules or ions with the total composition C77H172F11N3O15P4S5 at a distorted geometry.

## Properties
Strongest force on any atom, Eh/bohr: 0.2177
Multiplicity: 1
Charge: +2
Orbital gap, eV: 7.463
M, g/mol: 1873.44

Structure (XYZ):
```
287
Properties=species:S:1:pos:R:3:forces:R:3
S 0.38815 -3.18392 -1.27137 1.96 0.74 0.37
S -4.76835 3.87190 2.33729 -2.41 0.77 10.90
S -4.73375 4.62522 0.08696 -1.48 1.48 -3.99
S -1.19367 2.29188 -5.37744 0.07 -3.46 -0.93
S 5.82221 2.38170 -2.47213 2.65 -2.23 -1.42
P -4.07338 1.52274 7.67610 -2.74 1.27 -0.46
P 0.98739 5.91931 -7.24881 -0.58 -0.54 0.16
P 5.49612 -3.24010 -1.20548 -0.06 0.90 1.27
P 0.03345 -6.58711 2.57535 -1.24 0.58 0.47
F 7.46217 3.04360 -0.40106 -0.44 0.08 -0.20
F -3.59391 0.96165 -5.94018 0.33 0.71 1.67
F -3.24493 1.40985 -3.73671 -0.48 -0.25 -0.89
F -3.70894 3.06758 3.21062 0.77 -1.27 0.95
F 5.36897 3.63546 -0.13902 0.94 0.33 -0.71
F -0.04743 -5.41105 -2.60807 -1.33 0.31 0.19
F -1.74031 -3.88619 -2.48126 0.17 -0.99 -1.08
F 0.01284 -3.71682 -3.91762 -1.34 -0.05 1.80
F 6.73160 4.72610 -1.54392 -0.42 -0.14 0.52
F -4.73535 3.87449 -1.35664 0.77 0.13 1.46
F -3.77519 2.98443 -5.14845 -1.07 0.41 0.16
O -0.22017 -3.63939 0.00370 -0.42 0.15 -1.34
O 6.84657 2.52976 -3.53744 -1.32 0.03 2.20
O -6.02230 3.36051 2.91426 1.58 0.73 -1.70
O -4.36940 5.20011 2.74958 -0.89 -0.59 -1.74
O 1.80856 -3.56171 -1.33785 -1.60 -0.07 0.12
O -1.85978 2.51074 0.44977 0.87 -0.91 0.73
O 4.51809 2.79489 -2.92041 -0.94 0.66 0.68
O -1.13146 2.59360 -6.78992 -0.73 1.22 -0.05
O -3.69865 5.63062 0.02108 -1.17 -1.93 0.13
O -0.76712 3.33322 -4.46651 -0.60 0.46 0.45
O 5.81953 1.03746 -1.81401 -0.09 1.80 -0.41
O -6.14654 5.00439 0.14480 2.76 -0.86 0.92
O -4.98392 1.01549 0.02931 0.35 -1.25 -1.57
O 0.11661 -1.78650 -1.62563 -0.23 -1.09 0.53
O -0.53656 0.99669 -5.15851 -0.54 0.59 1.04
N -4.30601 3.26278 1.07554 -0.41 2.28 -6.27
N -3.71083 -1.85111 0.14072 0.54 -1.83 0.16
N 0.76272 2.07369 -1.37059 -0.53 -0.26 0.34
C 1.39474 1.81183 0.03547 -0.87 0.25 -1.87
C 1.63466 -8.65480 -1.79141 0.58 0.40 1.05
C -0.97269 6.40024 -10.45470 -0.18 0.90 0.26
C -3.29914 -7.20614 -0.94601 -0.88 -1.28 0.06
C -3.40892 -7.77950 0.50680 1.01 0.13 -0.83
C -5.36685 1.83538 6.29355 -0.96 -1.55 1.55
C -2.64574 -1.33082 1.18459 -1.54 0.19 -1.37
C 5.20724 -0.90585 0.50070 0.14 -0.54 -0.13
C 7.24333 -3.35915 -0.71165 0.12 -0.21 -0.96
C 6.40117 3.53406 -1.04995 -0.77 -0.81 -0.55
C -1.15865 7.78123 -11.13391 -0.52 -1.00 -0.74
C 0.91727 3.55458 -1.59966 -0.15 -0.04 -0.47
C -7.92387 2.24246 5.87382 0.63 1.29 0.34
C -0.77941 2.52994 4.34900 0.29 -0.46 -0.22
C -9.21056 1.97357 6.52444 -2.62 -0.49 0.36
C -5.72970 -1.96213 9.19581 -1.93 0.10 1.21
C -1.24685 6.54651 -8.93199 0.61 -1.10 -0.14
C 1.20525 -7.48316 1.38716 0.43 -0.82 0.59
C 3.64417 -2.25252 -3.04882 -0.70 0.95 -0.60
C -1.89354 2.43596 -0.94929 1.21 -0.35 0.22
C 3.21858 4.80871 -5.77281 -0.22 -0.32 -0.06
C 1.79363 4.50315 -6.44279 0.89 0.12 1.37
C -0.43513 -4.11695 -2.68501 2.30 0.61 0.04
C 4.74240 5.83757 -3.94077 -1.17 0.05 -0.79
C 2.99545 7.80445 -7.82489 -0.74 0.11 -0.12
C 4.67856 -5.47538 -3.96918 -0.59 0.67 1.04
C -0.74586 1.28547 5.21458 -0.23 -0.65 1.06
C 2.23239 -7.38752 -1.10124 -1.14 -0.19 0.42
C -5.36260 -0.47999 9.15123 0.47 -0.73 0.02
C -0.82964 7.49856 -3.80678 -0.37 0.61 -0.58
C 3.51291 -1.56346 -4.40482 -0.59 0.20 0.02
C 9.93232 -3.65528 0.93723 0.75 0.35 -0.73
C -1.59049 -7.98844 6.37456 0.48 1.41 -1.04
C 1.00180 -1.68091 2.55149 -1.12 -1.29 0.02
C -0.53546 5.42687 -8.10398 0.38 -0.13 -0.28
C -5.12420 -1.40548 0.63340 0.84 0.63 -1.14
C 4.87782 1.07402 2.14429 0.31 -1.13 -0.74
C 4.97301 -0.48092 1.96950 -1.16 0.86 -0.48
C -3.44852 5.78578 9.88576 0.10 -0.06 0.24
C -3.42701 -1.46062 -1.33321 -0.15 1.30 1.46
C -2.46133 1.80753 7.03068 1.44 0.03 -1.23
C -0.61147 -3.70809 3.29000 0.82 -1.35 -0.39
C -6.88738 1.53367 6.71109 1.87 -0.59 -0.20
C -4.52214 2.78389 8.96042 -0.06 -1.19 0.01
C 2.03484 -1.33855 -4.89324 1.58 -0.70 -0.50
C -4.12292 -0.19726 8.27560 -1.26 0.68 -0.38
C -1.38818 6.81044 -2.53757 1.27 -0.09 -1.22
C -1.58852 -6.48820 1.77747 1.06 -1.45 -0.46
C 8.88649 -4.71483 0.76556 -1.08 -0.27 0.17
C -1.49279 -7.26778 4.97214 -0.65 -0.64 0.38
C 4.84475 -4.90708 -1.39227 -1.06 -0.55 0.47
C -4.84769 5.29889 9.46144 1.09 -0.15 -0.68
C -3.66189 -3.44031 0.05550 0.04 1.43 0.56
C -3.08210 -8.07920 6.75091 0.91 -0.50 0.45
C -0.03844 -2.33097 3.54637 1.84 1.00 -0.08
C 5.26768 -5.74231 -2.59408 0.93 -0.19 0.11
C -4.73240 -3.03925 9.16926 1.29 -0.67 -0.50
C 0.49620 -4.76417 2.82191 -0.87 -0.90 -0.30
C 4.15668 8.15535 -8.69785 1.52 -0.31 -0.17
C -0.19635 -7.41437 4.22737 1.61 -0.60 -1.07
C 5.34844 7.18403 -8.50913 0.17 0.65 -0.05
C -0.74215 1.55172 -1.45849 0.95 0.27 -0.64
C 1.64498 1.32597 -2.42700 -0.63 0.31 0.84
C 1.43843 -6.75478 0.04671 -1.18 0.21 1.74
C 5.19191 -6.48804 -4.91373 0.26 0.09 -2.17
C -0.35369 6.52774 -4.91399 -0.64 -1.04 2.58
C -4.73759 4.16578 8.40066 0.51 1.41 -0.65
C 2.14252 6.66946 -8.40831 0.05 0.27 -0.22
C 4.80815 -2.39665 0.25877 -0.01 -0.02 -0.25
C 3.24525 5.56091 -4.40101 1.00 0.24 -1.47
C -5.32272 0.12937 1.00479 0.01 -2.04 1.04
C 0.49937 7.10177 -5.98570 -0.26 1.15 -0.18
C 5.09568 -2.22490 -2.68080 1.44 -1.56 2.05
C 7.50374 -4.10873 0.57887 -0.53 -0.22 1.50
C -2.00561 -7.89497 1.17742 -1.27 0.95 0.14
C -3.13260 1.85208 -5.01497 3.17 0.34 -1.12
C -2.10006 0.86420 5.82215 0.05 1.40 0.05
H -2.85075 5.04093 10.41109 -0.13 -0.11 0.19
H -5.12878 -0.14974 10.16334 -0.21 0.19 -0.01
H 5.23761 -7.52637 -4.58527 0.17 0.18 0.16
H -0.96565 -4.06911 4.25557 -0.34 0.00 -0.01
H -9.24554 2.15247 7.59909 0.43 -0.20 0.14
H -6.56727 -2.19488 8.53824 0.09 0.19 -0.40
H 7.74495 -3.88991 -1.52083 0.32 0.07 -0.16
H 1.12276 4.14160 -5.66349 -0.28 0.39 0.29
H -0.09394 -8.48848 4.07281 0.30 -0.15 -0.32
H -1.73521 7.55068 -1.81666 -0.07 -0.32 0.00
H -7.78676 3.32192 5.93753 0.44 0.17 -0.35
H 9.87302 -3.07357 1.85712 -0.14 -0.34 0.19
H 2.09092 -6.63803 -1.87993 0.77 0.25 -0.04
H 7.65075 -2.34943 -0.66066 -0.02 0.05 -0.21
H -3.11679 -1.49996 2.15288 0.26 -0.16 0.02
H -6.99502 1.76819 7.77010 -0.32 0.25 -0.03
H 6.03872 7.54892 -7.74856 -0.30 -0.06 0.43
H 0.02056 5.97807 -10.60743 0.33 0.39 0.00
H -2.80699 1.07724 5.02029 -0.53 -0.64 0.10
H -4.11244 -7.24987 1.14919 0.22 0.56 0.00
H -2.22827 -7.78623 4.35702 -0.32 0.37 -0.24
H -0.17129 7.87527 -6.35988 0.44 0.28 -0.99
H 2.37679 2.28122 -0.02238 0.11 -0.43 0.10
H -1.16920 4.88274 -7.40369 -0.01 0.19 0.20
H -5.29793 -2.05765 1.48932 -0.31 0.27 0.04
H 3.76560 -2.62563 0.03795 -0.58 0.56 0.87
H 5.25196 6.56439 -4.57338 -0.39 0.13 -0.58
H 2.01721 -0.63262 -5.72359 -0.04 0.20 0.21
H 4.78692 6.34774 -2.97856 -0.04 -0.71 0.33
H -1.03646 -7.28975 7.00145 -0.28 -0.09 0.66
H -1.17205 2.29283 3.36021 -0.31 0.12 0.04
H 0.81086 2.32542 0.79928 -0.23 -0.33 -0.13
H -4.11426 -1.93441 -2.03415 0.00 -0.30 0.43
H -3.11681 -6.14282 -1.10154 0.14 -0.04 0.42
H 2.75963 6.51314 -4.61440 -0.09 0.21 0.54
H -0.10680 1.40044 6.09007 0.53 0.19 -0.15
H -1.59380 5.65550 -10.95238 -0.44 0.05 0.34
H -9.52817 0.95131 6.31901 -0.06 -0.22 0.31
H 4.10443 -0.64792 -4.40644 -0.12 0.21 0.08
H 0.45674 3.93335 -2.51210 0.11 -0.81 -0.43
H -5.14902 -3.93334 9.63307 0.24 0.05 0.16
H 0.48499 -2.41150 4.49908 -0.24 0.42 0.33
H -1.66720 1.74345 7.77455 -0.21 -0.38 0.45
H -3.64933 -0.39357 -1.34214 0.40 0.07 -0.34
H 1.81126 -5.81301 0.44941 0.41 0.46 -1.24
H 2.77347 5.87718 -8.81117 0.11 -0.22 0.17
H 1.85288 -2.34013 2.38063 0.01 -0.05 -0.04
H -1.63052 8.13761 -4.17869 -0.01 0.17 -0.34
H 5.82124 1.54160 1.86247 0.10 0.16 0.62
H -0.54554 6.23030 -2.16141 -0.08 -0.04 0.64
H -1.47096 -3.58841 2.63041 0.18 -0.64 -0.36
H 6.12565 -6.09139 -5.31235 0.63 -0.74 0.37
H -5.59941 4.25336 7.73908 -0.40 -0.60 0.28
H 0.40377 -6.58795 -0.25289 0.06 0.44 -0.72
H -3.18309 -8.27375 7.81864 -0.07 0.49 0.11
H 2.62958 4.99934 -3.69838 0.31 0.05 0.26
H 5.44614 -1.25604 -2.32500 0.16 0.47 -0.73
H 8.73763 -5.28922 1.67990 0.56 -0.33 0.02
H -3.86303 -8.77035 0.51689 0.19 -0.17 -0.58
H 6.77024 -4.87055 0.84290 -0.25 -0.40 -0.80
H 4.18696 1.48790 1.40977 -0.26 -0.19 -0.02
H 1.77482 -2.29193 -5.35318 -0.63 -0.03 0.23
H -2.84783 6.07599 9.02376 -0.20 -0.13 -0.33
H -1.24531 -8.28347 0.49984 -0.10 0.49 -0.46
H -4.77219 0.27357 1.93443 0.47 0.22 0.19
H 5.67267 -0.95872 2.65527 0.36 0.19 -0.11
H 2.12062 -7.67818 1.94588 0.29 0.34 0.14
H -4.81743 1.86029 0.45382 0.00 0.79 0.13
H 3.32439 7.54753 -6.81797 0.12 0.16 0.09
H -3.85377 -2.68387 9.70761 0.27 -0.53 0.11
H 1.39986 -0.72526 2.89264 -0.34 0.00 0.13
H -1.26351 6.04976 -5.27710 0.24 -0.33 -0.35
H -2.06237 -0.17176 6.15898 -0.25 -0.04 -0.23
H -4.19305 -7.47904 -1.50685 -0.49 0.45 0.20
H 0.88315 -8.49875 1.15709 -0.75 -0.07 0.48
H 5.12372 -6.79235 -2.33956 -0.41 -0.08 0.06
H -10.04545 2.58395 6.18021 0.15 0.15 -0.46
H -2.10394 -8.74267 1.85554 0.22 0.51 0.97
H -3.60784 -8.93171 6.32088 0.17 0.14 -0.55
H -0.89664 7.52846 -8.61385 -0.05 0.13 0.03
H 3.75584 -4.93788 -1.35432 -0.31 0.88 -0.34
H 4.60730 -6.44441 -5.83266 -0.39 -0.34 0.01
H -2.38594 -1.69863 -1.55144 -0.10 0.12 0.01
H -1.31504 -5.75272 1.02091 -0.52 -0.02 -0.69
H -1.28144 7.67118 -12.21137 0.75 -0.13 -0.23
H 0.83388 -4.57601 1.80276 0.26 0.68 0.09
H -5.44887 2.54721 9.48315 0.04 -0.74 -0.01
H 3.87044 8.19204 -9.74896 -0.19 -0.01 -0.04
H 3.27368 -7.49756 -0.79844 0.07 -0.08 -0.32
H 9.05980 -5.41337 -0.05304 0.46 0.00 -0.01
H -2.60487 -3.67672 -0.06664 -0.08 -0.08 -0.08
H 1.39900 0.72317 0.08942 0.26 0.13 0.54
H 3.74323 3.86218 -5.64271 -0.31 -0.30 0.14
H -2.76464 2.67409 0.72571 -0.09 0.34 0.47
H 3.17078 -3.23116 -3.12799 0.36 0.00 0.27
H -0.17380 4.62499 -8.74765 -0.16 -0.13 -0.33
H -1.65225 -1.76974 1.09277 -0.34 -0.32 -0.38
H 1.59070 7.03061 -9.27616 -0.19 0.13 0.03
H -4.25737 -3.78563 -0.78964 0.11 0.34 -0.02
H -2.15358 8.18294 -10.94197 0.13 0.26 0.84
H -3.71497 2.64702 9.68003 0.11 0.66 0.29
H 7.39777 -3.52132 1.49091 -0.18 0.99 -0.26
H -6.17596 -2.09239 10.18170 -0.41 0.25 0.12
H -5.30385 6.17919 9.00856 -0.40 -0.26 -0.11
H -5.49337 4.94407 10.26475 0.16 0.22 0.26
H 5.00147 -4.50355 -4.34250 -0.12 0.18 0.10
H -6.31119 -0.05868 8.81839 0.50 0.82 -0.06
H 5.34579 4.93710 -4.05552 -0.13 -0.05 0.69
H 10.93318 -4.07309 0.82861 0.05 0.09 0.23
H 2.42410 8.73231 -7.79763 -0.54 -0.22 0.49
H 5.17242 -2.87418 1.16837 -0.37 -0.74 -0.14
H 4.00016 -0.84453 2.30032 -0.26 -0.30 -0.10
H -7.97145 1.95979 4.82218 0.44 -0.04 0.04
H -2.79853 1.92600 -1.27949 -0.12 0.11 -0.27
H -1.37296 3.32569 4.79908 0.14 0.11 -0.16
H 0.24610 2.85339 4.17065 -0.05 0.32 0.16
H 0.58805 -8.47014 -2.03350 0.16 0.15 -0.61
H 2.69836 1.48034 -2.19321 -0.07 0.64 -0.10
H 4.45155 9.16714 -8.41959 0.23 0.03 -0.18
H -2.14467 6.08086 -2.82660 -0.29 0.22 0.18
H 1.38405 7.61245 -5.60535 -0.05 -0.04 0.12
H -2.34009 2.83422 6.68527 -0.48 0.17 -0.11
H -4.22747 -0.80151 7.37446 0.38 -0.09 -0.17
H 6.34983 -5.72226 -2.72312 0.32 0.24 0.06
H 5.79870 -2.73177 -3.34182 -0.08 0.66 -0.94
H -0.69994 0.55418 -1.02121 -0.10 0.18 0.66
H -2.60360 -0.25578 1.00960 0.16 0.05 0.04
H -2.30626 -5.99428 2.43245 -0.07 -0.37 0.13
H -3.54718 -7.14202 6.44513 -0.31 -0.12 0.29
H 4.75240 -0.23882 -0.23162 -0.17 0.07 0.22
H 1.30787 -1.03517 -4.13987 0.19 -0.12 0.01
H -0.99241 -8.89824 6.42614 -0.43 -0.30 -0.26
H -0.94326 1.29188 -2.49779 0.39 0.58 -0.35
H 6.01048 7.12382 -9.37294 -0.38 -0.24 -0.28
H 0.46263 -1.58275 1.60928 0.44 0.32 -0.28
H -2.31400 6.49135 -8.71697 0.02 0.13 -0.08
H 3.58903 -5.44352 -3.97175 -0.17 -0.09 0.32
H 3.88151 5.30815 -6.47934 -0.16 0.37 -0.12
H 3.09051 -1.67357 -2.30964 -0.09 -0.16 0.17
H 1.82109 3.58814 -7.03449 0.22 0.40 -0.76
H 1.35124 1.71133 -3.40338 0.07 -0.14 0.06
H -1.89428 3.47665 -1.27343 0.16 -0.17 -0.98
H 4.48708 1.31011 3.13408 0.49 0.23 0.03
H -2.59508 -7.79198 -1.53695 0.65 0.19 0.33
H 4.04943 -2.25770 -5.05155 -0.16 0.19 -0.70
H 0.41058 4.16230 -0.84996 0.40 -0.44 0.62
H 1.61271 -9.58951 -1.23111 0.33 0.11 0.42
H -0.36973 0.41747 4.67311 0.18 0.10 -0.20
H -3.46403 6.69522 10.48640 -0.28 -0.18 0.27
H 0.74111 -7.12493 4.70223 -0.14 0.11 0.76
H -4.44635 -3.34919 8.16417 0.28 0.14 -0.12
H -5.72067 -1.71904 -0.22334 -0.48 0.17 0.25
H 4.99266 6.19672 -8.21460 0.21 -0.11 -0.17
H 0.20752 5.79461 -4.33461 -0.01 -0.52 -0.29
H -0.35839 8.48864 -10.91649 -0.20 0.04 0.09
H 9.82892 -2.91960 0.13961 0.13 0.08 -0.17
H 2.30976 -8.82147 -2.63079 -0.63 -0.15 -0.39
H 0.00537 8.17212 -3.61395 0.05 0.07 0.53
H 1.50955 0.24637 -2.36200 -0.67 0.12 0.12
H -3.93520 4.39323 7.69885 0.37 0.32 0.10
H -6.35219 0.27985 1.32981 -0.45 -0.50 -0.17
H 4.99765 -5.43931 -0.45341 0.82 -0.08 0.10
H 1.32085 -4.78514 3.53439 0.18 0.29 -0.10
H 2.00071 3.66427 -1.64680 -0.09 0.61 0.13
H -7.11559 0.47286 6.60762 0.31 -0.28 0.20
H -5.45199 2.88427 6.00950 1.10 -0.15 -0.43
H -0.86253 -1.61919 3.59476 -0.10 -0.05 0.49
H 6.27659 -0.81731 0.30897 0.13 0.10 -0.12
H -1.78381 -6.22573 5.10461 -0.16 0.01 -0.03
H -4.06758 -3.91969 0.94641 0.09 0.37 0.24
H -5.10831 1.09037 5.54107 0.15 0.73 -0.59
H -3.19050 -0.43000 8.78993 -0.02 -0.04 -0.08
```
Forces are in eV/Å.